--- 1 ---
C3H8S2 in the gas phase. Source: the Open Molecules 2025 dataset; level of theory: wB97M-V/def2-TZVPD.

Cartesian coordinates (Å):
C 0.843 -1.476 -1.913
S -0.470 -0.938 -0.827
C 0.032 0.804 -0.402
S -1.376 1.489 0.563
C -0.912 0.876 2.461
H 0.820 -2.585 -1.961
H 0.932 -1.114 -3.045
H 2.009 -1.333 -1.688
H -0.013 1.259 -1.357
H 1.249 0.654 -0.185
H -2.100 1.061 2.700
H -0.780 -0.301 2.688
H -0.233 1.605 2.965

Properties
**Frontier orbital gap**: 9.21 eV
**LUMO level**: 0.707 eV
**SMILES string**: CSCSC
**Highest occupied orbital energy**: -8.506 eV


--- 2 ---
2 unconnected molecules or ions with the total composition C3H8S2. Source: the Open Molecules 2025 dataset; level of theory: wB97M-V/def2-TZVPD.

Cartesian coordinates (Å):
C -1.287 -0.406 -3.458
C -1.091 -0.072 -2.172
C -1.219 -0.831 -0.874
H -1.752 0.304 -4.160
H -0.883 -1.220 -4.053
H -0.695 0.933 -1.970
H -1.630 -1.814 -0.754
H -0.180 -0.724 -0.544
H -1.666 -0.088 -0.194
S 2.882 1.578 3.672
S 2.455 -0.097 4.707
H 1.869 2.327 4.029
H 3.198 0.111 5.771

Properties
**Frontier orbital gap**: 8.71 eV
**LUMO level**: 0.422 eV
**SMILES string**: C=CC.SS
**Highest occupied orbital energy**: -8.293 eV


Energetically preferred structure: 2 | next structure: +0.0050 hartree


--- 1 ---
C17H20N2O3S in the gas phase. Source: the Open Molecules 2025 dataset; level of theory: wB97M-V/def2-TZVPD.

Cartesian coordinates (Å):
C -3.225 -1.848 -1.088
S -1.996 -3.168 -1.294
C -1.384 -3.326 0.424
C 0.023 -2.771 0.606
C 0.128 -1.306 0.192
N 1.511 -0.869 0.251
C 1.980 0.160 -0.487
O 1.251 0.829 -1.205
C 3.437 0.430 -0.360
C 4.367 -0.572 -0.096
C 5.712 -0.261 -0.008
C 6.139 1.046 -0.176
C 5.220 2.045 -0.450
C 3.876 1.738 -0.549
C -0.753 -0.403 1.082
O -1.237 -0.773 2.133
N -0.913 0.824 0.563
C -1.734 1.837 1.200
C -2.991 2.063 0.425
C -4.182 1.395 0.426
C -4.983 2.015 -0.563
C -4.219 3.007 -1.092
O -3.013 3.042 -0.504
H -4.021 -2.198 -0.436
H -2.758 -0.959 -0.677
H -3.622 -1.637 -2.075
H -1.395 -4.389 0.661
H -2.089 -2.806 1.069
H 0.725 -3.356 0.008
H 0.287 -2.862 1.663
H -0.197 -1.188 -0.850
H 2.100 -1.303 0.943
H 4.051 -1.600 0.008
H 6.430 -1.043 0.189
H 7.190 1.282 -0.101
H 5.552 3.062 -0.592
H 3.146 2.500 -0.775
H -0.419 1.060 -0.295
H -1.974 1.469 2.201
H -1.171 2.772 1.265
H -4.451 0.575 1.059
H -5.985 1.755 -0.837
H -4.412 3.730 -1.860

Properties
**Frontier orbital gap**: 9.04 eV
**LUMO level**: 0.570 eV
**SMILES string**: CSCC[C@H](NC(=O)c1ccccc1)C(=O)NCc1ccco1
**Highest occupied orbital energy**: -8.468 eV


--- 2 ---
C17H20N2O3S in the gas phase. Source: the Open Molecules 2025 dataset; level of theory: wB97M-V/def2-TZVPD.

Cartesian coordinates (Å):
C -5.378 -2.647 -0.636
C -4.375 -1.723 -0.015
C -3.065 -2.129 0.199
C -2.135 -1.263 0.742
C -2.491 0.032 1.088
C -1.476 0.995 1.648
N -1.267 2.176 0.829
S -0.642 1.889 -0.710
O -0.554 3.180 -1.325
O -1.379 0.868 -1.406
C 0.973 1.269 -0.297
C 1.885 2.105 0.312
C 3.129 1.591 0.637
C 3.442 0.267 0.363
C 2.499 -0.593 -0.240
C 1.253 -0.055 -0.565
N 2.840 -1.906 -0.504
C 1.836 -2.849 -0.924
C 3.966 -2.413 0.243
C 5.089 -1.382 0.149
O 4.694 -0.156 0.718
C -3.803 0.437 0.884
C -4.731 -0.428 0.338
H -5.111 -3.687 -0.462
H -6.373 -2.466 -0.236
H -5.414 -2.483 -1.713
H -2.769 -3.133 -0.070
H -1.117 -1.593 0.899
H -1.782 1.337 2.643
H -0.502 0.508 1.735
H -2.092 2.751 0.740
H 1.620 3.130 0.507
H 3.883 2.201 1.107
H 0.478 -0.638 -1.032
H 1.334 -2.481 -1.818
H 1.083 -3.036 -0.148
H 2.325 -3.790 -1.168
H 4.293 -3.358 -0.194
H 3.717 -2.579 1.303
H 5.973 -1.702 0.704
H 5.354 -1.234 -0.906
H -4.102 1.441 1.154
H -5.747 -0.093 0.181

Properties
**Frontier orbital gap**: 8.60 eV
**LUMO level**: 0.599 eV
**SMILES string**: Cc1ccc(CNS(=O)(=O)c2ccc3c(c2)N(C)CCO3)cc1
**Highest occupied orbital energy**: -8.000 eV


Energetically preferred structure: 1 | next structure: +0.0470 hartree


--- 1 ---
A molecular structure, C5H10O2. Source: the Open Molecules 2025 dataset; level of theory: wB97M-V/def2-TZVPD.

Cartesian coordinates (Å):
C -2.261 -0.574 0.408
C -1.589 0.651 -0.152
O -1.139 1.527 0.550
C 0.781 -1.211 -0.386
C 1.732 -0.352 -0.749
C 1.960 -0.131 0.723
O 0.882 -1.090 0.986
H -3.285 -0.307 0.693
H -2.312 -1.386 -0.324
H -1.720 -0.897 1.301
H -1.546 0.738 -1.259
H 0.528 2.307 -0.570
H 0.059 -1.889 -0.830
H 2.157 0.023 -1.666
H 1.141 2.255 -0.991
H 1.711 0.847 1.140
H 2.901 -0.513 1.126

Properties
**Frontier orbital gap**: 10.11 eV
**LUMO level**: 1.075 eV
**Highest occupied orbital energy**: -9.033 eV


--- 2 ---
C5H10O2 in the gas phase. Source: the Open Molecules 2025 dataset; level of theory: wB97M-V/def2-TZVPD.

Cartesian coordinates (Å):
C 2.045 -0.109 -0.519
C 0.773 0.306 0.233
O 0.019 1.224 -0.561
C -1.376 1.092 -0.263
C -1.496 -0.034 0.769
C -0.213 -0.829 0.522
O -0.362 -1.723 -0.567
H 2.950 0.279 -0.040
H 1.988 0.308 -1.531
H 2.142 -1.200 -0.594
H 1.022 0.773 1.201
H -1.899 0.849 -1.196
H -1.775 2.045 0.107
H -1.489 0.374 1.786
H -2.396 -0.641 0.638
H 0.103 -1.422 1.385
H -0.037 -1.291 -1.367

Properties
**Frontier orbital gap**: 10.65 eV
**LUMO level**: 0.973 eV
**SMILES string**: C[C@H]1OCC[C@H]1O
**Highest occupied orbital energy**: -9.682 eV


--- 3 ---
C5H10O2 in the gas phase. Source: the Open Molecules 2025 dataset; level of theory: wB97M-V/def2-TZVPD.

Cartesian coordinates (Å):
C -2.210 -0.651 -0.526
C -0.980 0.022 0.005
C -0.745 0.327 1.431
O -0.049 1.569 1.613
C 1.342 0.154 -0.294
C 2.507 -0.343 -1.063
O 0.156 -0.248 -0.655
H -2.221 -0.607 -1.619
H -3.108 -0.131 -0.168
H -2.296 -1.707 -0.223
H -0.449 2.119 0.929
H -0.089 -0.469 1.855
H -1.676 0.352 2.010
H 1.398 0.973 0.410
H 2.274 -1.327 -1.472
H 2.778 0.370 -1.853
H 3.368 -0.405 -0.382

Properties
**Frontier orbital gap (alpha / beta)**: 7.30 / 8.10 eV
**LUMO level (alpha / beta)**: 0.455 / 0.966 eV
**Highest occupied orbital energy (alpha / beta)**: -6.841 / -7.133 eV


Energetically preferred structure: 2 | next structure: +0.1125 hartree


--- 1 ---
2 unconnected molecules or ions with the total composition C5H10O2. Source: the Open Molecules 2025 dataset; level of theory: wB97M-V/def2-TZVPD.

Cartesian coordinates (Å):
C 0.183 0.344 -1.806
C 0.633 -0.839 -1.397
C 1.517 -0.999 -0.180
C 0.720 -1.519 0.991
O 0.449 -0.864 1.974
H -0.448 0.435 -2.686
H 0.408 1.254 -1.254
H 0.361 -1.749 -1.932
H 2.320 -1.718 -0.394
H 1.959 -0.040 0.102
H 0.359 -2.564 0.911
C -1.718 1.197 0.895
O -0.415 1.720 1.039
H -2.300 1.918 0.315
H -2.215 1.046 1.864
H -1.724 0.240 0.351
H 0.085 1.067 1.553

Properties
**Frontier orbital gap**: 10.56 eV
**LUMO level**: 0.723 eV
**SMILES string**: C=CCC=O.CO
**Highest occupied orbital energy**: -9.832 eV


--- 2 ---
2 unconnected molecules or ions with the total composition C5H10O2. Source: the Open Molecules 2025 dataset; level of theory: wB97M-V/def2-TZVPD.

Cartesian coordinates (Å):
C 0.221 -2.229 -0.533
C -0.157 -0.941 -0.730
C 0.744 0.269 -0.194
C 0.143 1.577 -0.725
C 0.521 2.576 0.392
O 0.470 3.776 0.143
H -0.344 -3.141 -0.898
H 1.080 -2.549 0.181
H -0.988 -0.613 -1.314
H 1.879 0.219 -0.527
H 0.754 0.232 0.885
H -1.113 1.648 -0.946
H 0.597 1.863 -1.669
H 0.959 2.185 1.356
O -1.480 -2.006 1.645
H -1.349 -1.564 0.804
H -1.935 -1.302 2.130

Properties
**Frontier orbital gap**: 10.59 eV
**LUMO level**: 0.639 eV
**SMILES string**: C=CCCC=O.O
**Highest occupied orbital energy**: -9.948 eV


--- 3 ---
2 unconnected molecules or ions with the total composition C5H10O2. Source: the Open Molecules 2025 dataset; level of theory: wB97M-V/def2-TZVPD.

Cartesian coordinates (Å):
C 1.814 -1.391 1.220
C 1.006 -0.748 0.378
O 1.270 -0.808 -0.959
C -0.296 -0.295 0.916
C -1.101 0.762 0.940
C -2.410 0.892 1.657
H 2.727 -1.835 0.855
H 1.337 -1.906 2.045
H 0.996 0.005 -1.379
H -0.726 -1.141 1.466
H -0.919 1.507 0.156
H -2.652 -0.041 2.157
H -2.334 1.722 2.359
H -3.172 1.102 0.915
O 0.110 1.014 -3.110
H -0.714 0.972 -3.599
H 0.256 1.905 -2.784

Properties
**Frontier orbital gap**: 8.93 eV
**LUMO level**: 0.436 eV
**SMILES string**: C=C(O)/C=C/C.O
**Highest occupied orbital energy**: -8.490 eV


Energetically preferred structure: 1 | next structure: +0.0224 hartree